ORCA calculation (wB97M-V/def2-TZVPD) on a molecular structure, C39H63N9OPPtSi4Te.

```
119
Properties=species:S:1:pos:R:3:forces:R:3:lowdin_charge:R:1
Pt 0.33078 1.44561 -2.18427 -0.2370 -0.5682 -0.3952 1.0420
C 1.06581 -0.94164 -5.81262 0.0920 0.2084 -0.0679 -0.0933
C 0.55137 -0.56129 -4.59024 -0.1995 -0.2286 0.0549 -0.1029
N 0.82206 0.63317 -4.06005 0.3457 0.3266 -0.2036 -0.0361
C 1.62316 1.46858 -4.77903 -0.1338 -0.4904 -0.0573 -0.1748
C 2.14728 1.03317 -5.99922 0.0208 0.2022 0.0895 -0.0561
N 1.87639 -0.14727 -6.51600 -0.0293 -0.1503 -0.0379 0.1035
C 1.85643 2.77851 -4.20013 0.0764 0.3199 0.1772 -0.1916
C 2.34107 3.89300 -4.85698 -0.0245 -0.0249 0.0263 0.0674
C 2.47880 5.11673 -4.19207 -0.0901 -0.1987 0.0975 -0.1124
C 2.01211 5.17968 -2.87184 0.0138 -0.0314 -0.0359 0.0719
C 1.48083 4.06145 -2.26359 0.2072 -0.0369 -0.2102 -0.1986
N 1.49448 2.86479 -2.89352 -0.0237 0.2957 -0.1489 -0.0494
C 0.71278 4.04798 -1.03192 -0.1995 -0.1524 0.2104 -0.1823
C 0.74429 5.04998 -0.06295 0.0042 0.0018 -0.0015 -0.0557
N -0.13632 5.12094 0.91666 -0.0085 0.0606 -0.0415 0.1117
C -1.10177 4.20295 0.91419 0.0057 0.0218 0.0122 -0.1061
C -1.11041 3.13993 0.03135 -0.1491 0.1179 -0.1359 -0.2056
N -0.17039 3.01261 -0.91653 0.2877 0.2863 0.2146 -0.0782
C 3.02056 6.30660 -4.88467 0.0804 0.3514 -0.1419 -0.1585
C 3.50971 6.24817 -6.19045 -0.0214 -0.0360 0.0360 -0.0104
C 3.98611 7.39929 -6.79754 0.0096 0.0006 0.0064 -0.1276
N 4.01118 8.58826 -6.20842 0.0471 0.0730 -0.0225 0.0717
C 3.55636 8.65163 -4.96252 0.0195 0.0100 0.0050 -0.1265
C 3.06161 7.55963 -4.26919 -0.0556 -0.1596 0.0021 -0.0090
H 0.81802 -1.90212 -6.24435 -0.0240 -0.0132 0.0296 0.1170
H -0.09714 -1.21034 -4.02243 0.0545 0.0336 0.0639 0.1040
H 2.81325 1.67374 -6.56552 0.0110 -0.0062 0.0275 0.1222
H 2.57550 3.81388 -5.90698 0.0611 -0.0275 0.0083 0.1082
H 2.00976 6.10777 -2.32151 0.0046 0.0255 -0.0396 0.1094
H 1.51570 5.81074 -0.08302 0.0097 -0.0117 -0.0534 0.1251
H -1.88865 4.32177 1.64711 -0.0146 -0.1005 0.0111 0.1077
H -1.91399 2.41923 0.03124 0.1048 -0.1419 0.0778 0.0564
H 3.53522 5.33197 -6.76221 0.0000 -0.0271 0.0382 0.1013
H 4.36980 7.36382 -7.81094 -0.0241 -0.0462 0.0050 0.1123
H 3.58989 9.62878 -4.49425 -0.0286 -0.0268 0.0346 0.1124
H 2.70614 7.70705 -3.26012 0.0091 0.0465 0.0005 0.1005
O 0.38437 -0.95257 -1.81396 -0.1772 0.3674 -0.0774 -0.4432
P 0.52961 -2.25796 -1.11332 -0.1355 -0.5199 0.5091 0.5469
N -0.89365 -3.04910 -0.78155 0.3137 0.0773 -0.3502 -0.1512
C -1.20096 -4.40077 -1.30961 -0.0478 -0.1883 -0.0124 -0.1927
C -2.71094 -4.41408 -1.56174 0.0095 0.1525 0.0085 -0.1559
C -3.03332 -2.94497 -1.82255 0.1171 -0.1417 0.1041 -0.1531
C -2.14369 -2.24668 -0.80507 -0.1864 -0.0229 0.0570 -0.2508
N 1.43594 -3.29390 -2.05711 -0.0689 0.2060 0.1260 -0.1744
C 2.61019 -2.74087 -2.75443 0.1262 0.0254 0.0356 -0.1954
C 3.80089 -3.44968 -2.11555 -0.0593 -0.1182 -0.0747 -0.1611
C 3.26686 -4.87216 -1.91706 0.0128 0.1382 -0.0050 -0.1442
C 1.74460 -4.70086 -1.72657 0.0775 -0.1209 0.0537 -0.1894
N 1.25737 -1.93007 0.37185 0.0806 -0.0975 -0.6295 -0.2835
C 2.44345 -1.05452 0.36242 0.1577 0.1394 0.0616 -0.2551
C 2.85986 -1.02584 1.82536 -0.0094 -0.1599 -0.0100 -0.1784
C 2.63534 -2.48168 2.24996 -0.0001 0.1205 -0.0653 -0.1393
C 1.39411 -2.91788 1.45643 -0.1758 -0.1007 0.1368 -0.1891
H -0.90899 -5.17248 -0.59436 0.0285 0.0062 -0.0385 0.1132
H -0.67121 -4.57965 -2.24535 -0.0479 0.0540 0.0320 0.0938
H -3.24691 -4.75520 -0.67452 0.0127 -0.0257 0.0052 0.1101
H -2.96774 -5.06831 -2.39292 -0.0181 -0.0403 0.0356 0.1144
H -4.08499 -2.70423 -1.67546 -0.0112 0.0206 -0.0415 0.1149
H -2.74411 -2.66120 -2.83779 -0.0137 0.0141 0.0006 0.1154
H -2.60664 -2.27907 0.18460 0.0206 0.1427 -0.0334 0.0735
H -1.93788 -1.21537 -1.06620 0.0302 0.0719 0.0759 0.0477
H 2.63637 -1.65501 -2.66987 -0.0064 -0.0132 -0.0407 0.1040
H 2.55294 -3.00810 -3.81529 -0.0056 0.0801 -0.0061 0.1194
H 4.05262 -3.00237 -1.15360 -0.0168 0.0293 -0.0290 0.0896
H 4.68903 -3.41426 -2.74473 0.0131 -0.0176 0.0048 0.1164
H 3.72504 -5.38189 -1.07154 0.0240 -0.0075 -0.0136 0.1106
H 3.46250 -5.46578 -2.80966 -0.0128 -0.0471 0.0245 0.1113
H 1.42777 -4.94219 -0.71279 0.0138 -0.0208 -0.0469 0.0899
H 1.20902 -5.37001 -2.40255 0.0045 0.0118 0.0499 0.1081
H 2.19666 -0.07828 -0.05772 -0.0587 -0.0040 0.0700 0.0729
H 3.25828 -1.48040 -0.23272 -0.0524 0.0222 -0.0424 0.0966
H 2.20238 -0.35999 2.38404 -0.0003 0.0420 -0.0190 0.0549
H 3.89012 -0.69828 1.95561 0.0016 -0.0027 0.0107 0.1183
H 2.48567 -2.59493 3.32256 0.0144 -0.0157 -0.0022 0.1028
H 3.50010 -3.08469 1.96718 -0.0201 -0.0340 0.0025 0.1130
H 0.49389 -2.88788 2.07273 0.0298 -0.0099 -0.0711 0.0653
H 1.50779 -3.93533 1.07632 -0.0336 0.0093 0.0549 0.1025
C -4.11253 2.15982 2.82855 0.1507 -0.1844 0.0681 -0.2078
Si -4.10568 0.26425 2.80101 -0.3079 0.1308 -0.1624 0.3510
C -5.38428 -0.33723 4.05719 0.2230 0.0135 -0.0436 -0.2166
C -4.67464 -0.26398 1.07176 0.1949 -0.0311 0.1578 -0.2196
Si -1.89257 -0.48398 3.27349 0.2246 0.0703 0.0003 0.1300
Te -0.54800 0.18651 1.20404 -0.3629 -0.0389 0.7566 0.8288
Si -0.86119 0.82661 4.96396 0.1049 0.1724 0.2068 0.3324
C -2.03526 1.04411 6.42940 0.0786 -0.1026 -0.1514 -0.2095
C -0.42160 2.54265 4.29946 -0.1291 -0.1779 -0.0908 -0.2280
C 0.73866 0.00032 5.55083 -0.2223 -0.0216 -0.1310 -0.2055
Si -1.95976 -2.78228 3.92995 -0.2042 -0.4242 0.0361 0.3830
C -2.97584 -2.76084 5.52581 0.0086 0.1626 -0.2011 -0.2083
C -0.38509 -3.75803 4.36321 0.0231 0.3538 -0.1202 -0.2064
C -2.86424 -3.78686 2.60077 0.0496 0.1917 0.1515 -0.2122
H -5.11656 2.54934 2.64841 -0.0389 -0.0649 -0.0210 0.0382
H -3.45666 2.56643 2.05512 0.0301 -0.0204 -0.0111 -0.0017
H -3.77444 2.55052 3.79087 0.0068 -0.0055 0.0012 0.0192
H -6.34187 0.16147 3.89178 0.0224 0.0472 -0.0725 0.0354
H -5.07502 -0.11943 5.08161 0.0006 -0.0045 0.0060 0.0230
H -5.55951 -1.41189 3.97890 0.0337 -0.0080 -0.0075 0.0238
H -5.63219 0.20021 0.82526 -0.0207 0.0356 0.0798 0.0360
H -4.80679 -1.34599 0.99914 0.0166 -0.0089 0.0180 0.0160
H -3.95277 0.03620 0.30793 0.0248 -0.0086 0.0234 0.0067
H -2.95843 1.54336 6.12696 -0.0065 0.0026 -0.0164 0.0195
H -1.57158 1.65211 7.20937 0.0376 0.0158 -0.0183 0.0342
H -2.30760 0.08616 6.87662 -0.0078 -0.0033 -0.0095 0.0160
H -1.31853 3.09183 4.00313 -0.0213 -0.0037 0.0125 0.0106
H 0.22870 2.47582 3.42460 0.0186 -0.0304 0.0076 -0.0038
H 0.09411 3.13838 5.05567 -0.0072 -0.0550 0.0671 0.0362
H 0.55022 -0.98290 5.98770 -0.0162 0.0008 0.0003 0.0187
H 1.22909 0.61122 6.31181 -0.0393 0.0466 0.0064 0.0354
H 1.44487 -0.12678 4.72695 -0.0198 -0.0078 -0.0343 0.0118
H -2.41112 -2.29905 6.33875 0.0203 0.0026 -0.0078 0.0242
H -3.21858 -3.78062 5.83279 0.0455 -0.0427 -0.0495 0.0389
H -3.91342 -2.21433 5.41859 0.0194 -0.0019 0.0230 0.0034
H 0.44501 -3.11826 4.67010 0.0028 -0.0157 -0.0005 0.0090
H -0.04573 -4.37955 3.53314 -0.0184 0.0355 -0.0084 0.0202
H -0.60395 -4.42573 5.19874 -0.0934 0.0283 0.0163 0.0366
H -3.79858 -3.30674 2.29998 -0.0009 -0.0094 -0.0191 0.0187
H -3.10651 -4.78415 2.97555 0.0171 -0.0027 0.0487 0.0394
H -2.23966 -3.90894 1.71217 0.0303 0.0379 0.0033 0.0045
```
Positions in Å, forces in eV/Å.

## Properties
- spin multiplicity = 3
- charge = +1
- DFT total energy (eV) = -108262.1578
- E_HOMO (alpha / beta) (eV) = -8.79 / -9.55